[1]
Molecular formula: H9O4
Method: DFT, ωB97M-V/def2-TZVPD

```
13
Properties=species:S:1:pos:R:3:forces:R:3:nbo_charge:R:1
O 0.55804 -0.48184 -0.32342 -0.6 0.2 1.1 -0.82
H -0.05159 -1.04632 0.31761 0.4 0.4 -0.3 0.53
H -0.15480 0.09683 -0.69982 0.1 -0.1 -1.2 0.55
H 1.05821 0.15898 0.31103 0.2 -0.2 -0.1 0.52
O 1.82784 1.22477 1.15275 0.2 -0.1 -0.8 -0.92
H 2.57340 0.76751 1.56332 0.1 0.1 0.2 0.51
H 2.22632 1.73641 0.42088 -0.1 0.0 0.6 0.51
O -1.15457 0.43409 -2.16934 0.0 0.0 0.6 -0.98
H -0.78759 0.75084 -3.00299 -0.3 0.1 0.1 0.51
H -2.03155 0.82055 -2.03754 0.2 0.0 -0.4 0.50
O -1.25555 -1.28028 1.14654 -0.3 -0.4 1.4 -0.93
H -1.36255 -0.95900 2.07171 0.2 0.1 -0.9 0.52
H -1.44561 -2.22253 1.24927 -0.1 -0.1 -0.3 0.51
```
Positions in Å, forces in eV/Å.

Output
- net charge = +1
- DFT total energy (Eh) = -306.1076
- HOMO-LUMO gap (eV) = 12.8

---

[2]
Molecular formula: H9O4
Method: DFT, ωB97M-V/def2-TZVPD

```
13
Properties=species:S:1:pos:R:3:forces:R:3:nbo_charge:R:1
O 0.02139 -1.94976 -1.63832 -1.7 0.3 0.3 -0.98
H 1.84630 -0.26548 -0.62288 1.4 -4.2 2.1 0.51
H 0.54681 -2.73417 -1.73824 0.3 -0.7 -0.2 0.49
O 1.62262 0.54889 -0.92492 -2.3 2.9 -4.9 -0.83
H 0.59798 0.94254 -0.36764 -0.4 -0.3 -0.1 0.52
H 1.22599 0.25477 -1.87322 1.2 1.1 2.7 0.54
O -0.79734 0.54956 2.45513 -0.1 -0.1 0.0 -0.98
H -0.73156 -0.39556 2.71638 -0.3 1.1 0.0 0.52
H -1.16158 1.09824 3.17537 0.2 -0.7 -0.2 0.52
O -0.54585 1.09968 -0.12679 -1.8 3.2 1.5 -0.89
H -0.87439 2.04440 -0.37815 0.9 -2.3 0.2 0.53
H -0.82978 1.07842 0.89107 1.0 -0.8 -1.3 0.56
H -0.92058 -2.27154 -1.56779 1.5 0.5 -0.2 0.50
```
Positions in Å, forces in eV/Å.

Output
- net charge = +1
- DFT total energy (Eh) = -306.0795
- HOMO-LUMO gap (eV) = 12.2

---

[3]
Molecular formula: H9O5
Method: DFT, ωB97M-V/def2-TZVPD

```
14
Properties=species:S:1:pos:R:3:forces:R:3:nbo_charge:R:1
O 1.03966 0.09693 0.80157 -0.4 0.0 0.1 -1.25
H 1.17599 0.84287 1.39048 0.3 0.2 -0.2 0.43
O 3.12582 -0.26599 -0.70286 -0.1 -0.3 -0.1 -1.03
H 3.30809 -1.21159 -0.69362 0.0 0.1 -0.1 0.44
H 2.30009 -0.18935 -0.11667 0.1 0.3 0.2 0.51
O -0.32164 0.48001 -1.45834 1.3 0.1 0.0 -1.05
H 0.53430 0.68997 -1.90614 -1.2 -0.3 0.4 0.48
H 0.03722 0.30389 -0.52213 0.2 0.2 -0.2 0.52
O -1.29648 -0.37434 2.03684 -0.2 0.5 0.7 -1.01
H -0.39004 -0.06472 1.76881 -0.2 -0.7 -0.5 0.51
H -1.71155 -0.66401 1.22653 0.2 -0.3 -0.3 0.45
O -2.94593 -0.06405 -0.75434 0.4 0.1 0.1 -0.98
H -2.78975 0.35709 0.09722 -0.3 0.2 0.1 0.46
H -2.06576 0.06328 -1.16733 -0.2 -0.1 -0.2 0.51
```
Positions in Å, forces in eV/Å.

Output
- net charge = -1
- DFT total energy (Eh) = -381.6589
- HOMO-LUMO gap (eV) = 9.6

---

[4]
Molecular formula: H9O5
Method: DFT, ωB97M-V/def2-TZVPD

```
14
Properties=species:S:1:pos:R:3:forces:R:3:nbo_charge:R:1
O -0.67747 0.98079 0.06875 0.6 0.0 -0.2 -1.28
H -1.10845 1.72005 -0.36532 -0.3 -0.1 -0.1 0.42
O -1.12584 2.31137 2.21284 0.7 -0.6 0.5 -1.05
H -1.72156 2.95009 1.84162 -0.3 0.2 -0.4 0.44
H -0.79880 1.70125 1.43408 -0.6 0.5 0.1 0.51
O -1.29844 -1.62843 0.56285 -0.1 0.6 1.3 -0.99
H -0.90683 -0.71632 0.63857 -0.3 -0.1 -1.1 0.52
H -1.88755 -1.55814 1.33840 0.2 -0.5 -0.6 0.45
O 1.23990 0.53146 -2.00502 0.1 0.6 -0.1 -0.99
H 0.43080 0.80463 -1.51934 0.1 -0.1 0.8 0.52
H 0.98564 -0.27253 -2.43955 -0.1 -0.5 -0.4 0.45
O 2.03616 -2.34051 -0.80999 -0.3 -0.1 -0.3 -0.96
H 1.22003 -1.84540 -0.98681 0.2 -0.2 0.3 0.48
H 2.57319 -1.69098 -0.35691 0.1 0.3 0.1 0.47
```
Positions in Å, forces in eV/Å.

Output
- net charge = -1
- DFT total energy (Eh) = -381.6351
- HOMO-LUMO gap (eV) = 9.0

---

[5]
Molecular formula: H9O5
Method: DFT, ωB97M-V/def2-TZVPD

```
14
Properties=species:S:1:pos:R:3:forces:R:3:mulliken_spin:R:1
O 1.16974 1.29933 -0.67317 0.0 0.4 -0.4 0.14
H 1.19024 1.96211 -1.38440 0.1 -0.3 0.5 -0.03
O 1.05200 -0.85553 -2.02010 0.1 0.3 0.8 0.11
H 1.09143 -1.51400 -1.31526 -0.2 -0.2 -0.3 -0.14
H 1.07503 0.01711 -1.42137 0.1 -0.3 -0.8 0.07
O -1.25732 0.81732 0.40990 0.7 -0.1 -0.4 -0.04
H -1.13697 -0.12484 0.19309 -0.5 0.1 0.3 -0.09
H -0.40668 1.14453 -0.00862 -0.3 0.1 0.2 -0.01
O 2.02858 1.56321 1.84510 -0.3 0.0 0.2 0.13
H 1.82575 1.30318 0.90441 0.1 0.4 -0.1 -0.03
H 1.14073 1.80755 2.14650 0.3 -0.2 -0.1 -0.03
O -2.88545 -2.74042 0.42350 -0.4 -0.3 0.0 1.84
H -2.20934 -2.24249 -0.06449 0.2 0.2 0.1 -0.08
H -3.06114 -2.21263 1.22942 0.1 -0.1 0.0 -0.84
```
Positions in Å, forces in eV/Å.

Output
- net charge = -2
- <S²> = 0.750
- DFT total energy (Eh) = -381.5018
- HOMO-LUMO gap (alpha / beta) (eV) = 2.9 / 9.1
- spin multiplicity = 2

---

[6]
Molecular formula: H9OPSi3
Method: DFT, ωB97M-V/def2-TZVPD

```
14
Properties=species:S:1:pos:R:3:forces:R:3:nbo_charge:R:1
O 0.90397 0.29027 1.93645 0.5 0.5 2.4 -1.10
Si 1.16805 1.83642 -0.59605 -0.5 1.7 -0.1 0.51
Si 1.32359 -1.84364 -0.08524 0.7 0.5 -0.1 0.58
Si -2.89732 0.00790 0.50043 2.4 -1.7 0.4 0.57
P 0.40594 0.10348 0.56106 -1.7 -0.3 0.1 0.73
H 1.06911 3.32234 0.02046 0.0 -1.9 -0.6 -0.08
H 2.49510 1.36234 -0.81980 1.3 0.1 0.1 -0.15
H 0.61139 1.72949 -1.93929 -0.4 0.3 -0.4 -0.15
H 1.18041 -1.60828 -1.47139 0.0 -0.3 -1.6 -0.17
H 0.47478 -2.83639 0.41386 -1.2 -1.2 0.5 -0.15
H 2.67967 -2.36446 0.22772 0.0 0.7 0.1 -0.12
H -2.72471 0.67414 -0.73515 -0.2 0.1 -1.4 -0.17
H -2.98847 -1.51572 0.67129 -0.3 1.1 -0.4 -0.12
H -3.70151 0.84210 1.31564 -0.6 0.4 1.0 -0.16
```
Positions in Å, forces in eV/Å.

Output
- DFT total energy (Eh) = -1290.2805
- HOMO-LUMO gap (alpha / beta) (eV) = 6.8 / 6.3

---

It is found that the energy relative to the best compared isomer or geometry (same formula, charge and spin) values, taken in the order of the records, are 0.5134 1.2766 0.1066 0.7540 0.0345 4.5047 eV.